12
Properties=species:S:1:pos:R:3 method="wB97M-V/def2-TZVPD" e_tot_ha=-269.24171 e_above_lowest_ev=2.844 orbital_gap_ha=0.4104 e_lumo_ev=1.06 charge=0 smiles=C#CC[C@H]1CO1 fmax_ev_per_a=0.6 e_homo_ev=-10.11
C -1.581 -1.800 0.345
C -1.161 -0.955 -0.404
C -0.489 0.193 -1.024
C 0.176 0.897 0.145
C 1.459 0.407 0.629
O 1.350 1.646 -0.073
H -1.935 -2.536 1.031
H -1.195 0.849 -1.545
H 0.268 -0.123 -1.752
H -0.527 1.320 0.865
H 1.959 -0.390 0.077
H 1.702 0.469 1.688